Entry from the Open Molecules 2025 dataset: a cluster of 2 separate species, C2H8NO in total in a non-equilibrium geometry (wB97M-V/def2-TZVPD).

Geometry (Å):
O (-2.7199, -1.1513, 0.3581)
H (-2.4666, -1.5928, 1.1732)
C (1.6721, 0.5221, -0.1533)
C (0.2214, 0.2361, 0.2991)
N (-0.7525, 0.3410, -0.7664)
H (2.0611, -0.2537, -0.8340)
H (2.2158, 0.5221, 0.7913)
H (1.6539, 1.4787, -0.6765)
H (0.0081, 1.0192, 1.0695)
H (0.1778, -0.7728, 0.7750)
H (-1.5677, -0.2494, -0.3898)
H (-0.5033, -0.0992, -1.6461)

Atomic forces in eV per Å
O -0.046 -0.030 -0.109
H 0.031 -0.057 0.078
C -1.084 -0.582 0.243
C 0.634 -0.075 -0.493
N -0.866 0.055 0.364
H -0.102 0.216 0.268
H 0.699 0.295 -0.307
H 0.395 0.111 0.161
H -0.143 -0.708 -0.379
H 0.065 0.561 0.056
H -0.187 0.381 -0.163
H 0.603 -0.168 0.280

## Properties
LUMO level: 4.22 eV
energy above the lowest of the compared OMol25 structures with the same formula, charge and spin: 7.82 kcal per mole
total charge: -1
orbital gap: 6.99 eV
highest occupied orbital energy: -2.8 eV